# 1
Below is a cluster of 3 separate species, C20H38N4O4P in total, with properties calculated with ωB97M-V/def2-TZVPD.

Results
relative energy (zero: lowest compared OMol25 entry of this formula, charge and spin) = 0.00 kJ/mol
HOMO-LUMO gap = 9.3 eV
E_LUMO = -2.3 eV
HOMO = -0.42521 Ha
total charge = +1

Each line ends with the Löwdin charge.
Geometry (Å):
1 P -1.734 1.695 1.883  0.9911
2 O 4.019 3.662 -6.691  0.0286
3 O 1.095 -2.668 2.182  0.1255
4 O 1.728 -0.902 0.974  -0.0544
5 O 4.901 2.433 -5.045  0.1189
6 N 0.065 2.332 -2.932  0.1401
7 N -3.135 -1.375 2.409  0.1080
8 N -0.993 0.046 -0.252  -0.0867
9 N -1.649 -2.468 0.883  0.0271
10 C 2.724 3.861 -7.283  -0.1503
11 C 1.951 2.574 -7.002  -0.1505
12 C 3.960 2.716 -5.728  -0.4938
13 C -1.220 1.246 -1.114  -0.1326
14 C -1.123 0.624 4.546  -0.1313
15 C -1.855 -1.295 1.732  -0.3731
16 C 0.095 1.886 1.948  -0.2752
17 C -2.021 -2.215 -0.494  -0.1716
18 C -4.572 -2.153 4.131  -0.0240
19 C 2.913 -0.470 0.248  -0.1381
20 C -2.214 -3.178 3.813  -0.0165
21 C -1.061 -1.217 -1.105  -0.0802
22 C -3.260 -2.174 3.395  -0.3680
23 C -0.042 1.460 -2.035  -0.2151
24 C 1.965 -2.107 1.585  -0.4513
25 C -2.122 1.369 3.642  -0.4175
26 C 4.067 -1.223 0.899  -0.1286
27 C 2.558 2.139 -5.670  -0.0892
28 C 3.394 -2.522 1.341  -0.0538
29 C -1.932 0.039 0.944  -0.3149
30 H -2.116 -3.928 3.023  0.0921
31 H 2.176 1.834 -7.772  0.1177
32 H 2.605 1.062 -5.533  0.1205
33 H -3.112 0.913 3.677  0.0586
34 H -0.667 -2.722 0.932  0.0868
35 H -2.136 1.080 -1.683  0.1489
36 H 0.649 0.955 2.062  0.0209
37 H -1.226 -2.733 3.936  0.0717
38 H -2.255 2.387 4.021  0.0708
39 H -0.314 0.143 3.996  0.0480
40 H 0.446 2.422 1.062  0.0367
41 H 3.812 -2.956 2.245  0.1365
42 H 2.865 4.071 -8.339  0.1258
43 H -0.058 -1.646 -1.125  0.1296
44 H -1.014 -1.264 2.427  0.1084
45 H 2.046 2.585 -4.816  0.1016
46 H -2.937 0.116 0.526  0.1115
47 H 4.419 -0.674 1.772  0.1266
48 H 4.907 -1.360 0.223  0.1267
49 H -0.764 2.924 -3.016  0.0774
50 H -5.393 -2.322 3.435  0.0876
51 H -3.052 -1.860 -0.533  0.1310
52 H 3.391 -3.282 0.557  0.1416
53 H 2.263 4.730 -6.808  0.1260
54 H -4.716 -1.177 4.600  0.0814
55 H 2.986 0.611 0.337  0.1295
56 H -4.620 -2.918 4.905  0.0749
57 H -1.975 -3.137 -1.076  0.1339
58 H -1.356 2.118 -0.473  0.0757
59 H 2.783 -0.741 -0.802  0.1255
60 H -1.334 -0.934 -2.122  0.1315
61 H 0.327 2.508 2.814  0.0581
62 H -2.486 -3.681 4.739  0.0794
63 H 0.813 0.788 -1.891  0.1109
64 H 0.874 2.724 -6.981  0.1118
65 H -1.631 -0.147 5.123  0.0686
66 H -0.677 1.307 5.268  0.0761
67 H -0.026 0.088 0.086  0.1171



# 2
Below is a structure of composition CH5O5P2 in a non-equilibrium geometry, with properties calculated with ωB97M-V/def2-TZVPD.

Results
relative energy (zero: lowest compared OMol25 entry of this formula, charge and spin) = 172.74 kJ/mol
HOMO-LUMO gap = 8.3 eV
E_LUMO = 3.9 eV
HOMO = -0.15873 Ha
total charge = -1

Each line ends with the Löwdin charge.
Geometry (Å):
1 P 0.733 -1.036 -0.331  0.3461
2 P 1.944 0.789 0.477  0.6447
3 O -0.570 -1.391 0.643  -0.3092
4 O 1.739 -2.128 -0.160  -0.4056
5 O 0.267 -0.586 -1.822  -0.4736
6 O 3.247 -0.094 0.789  -0.4283
7 O 2.288 1.336 -1.004  -0.3918
8 C -1.390 -0.240 0.610  -0.1927
9 H 1.721 0.750 -1.582  0.0029
10 H -1.347 0.061 -0.394  0.0374
11 H -2.354 -0.493 1.002  0.0755
12 H -0.908 0.446 1.247  0.0373
13 H 2.973 -1.108 0.726  0.0574



# 3
Below is a cluster of 3 separate species, C16H33FNO2 in total in a non-equilibrium geometry, with properties calculated with ωB97M-V/def2-TZVPD.

Results
HOMO-LUMO gap = 8.7 eV
E_LUMO = -2.9 eV
HOMO = -0.42717 Ha
total charge = +1

Each line ends with the Löwdin charge.
Geometry (Å):
1 F -2.266 4.251 0.694  0.0347
2 O 0.611 -0.775 -0.978  -0.1718
3 O 2.128 -3.427 -3.830  -0.1744
4 N -1.074 1.309 0.823  0.0991
5 C -1.092 3.088 2.473  -0.2066
6 C 3.519 -3.386 -3.489  -0.1982
7 C -1.229 5.043 4.056  -0.0365
8 C -0.356 -1.329 -3.076  -0.1509
9 C 0.369 -2.198 -0.993  -0.1759
10 C -2.002 3.853 3.464  -0.3302
11 C -1.577 2.208 5.414  -0.0805
12 C -1.308 1.588 2.297  -0.0437
13 C 1.750 -4.773 -4.146  -0.2023
14 C 3.045 -5.559 -4.290  -0.1622
15 C 0.031 -0.192 -2.151  -0.2113
16 C 3.959 -4.831 -3.307  -0.1635
17 C -0.670 -2.442 -2.079  -0.1517
18 C -1.063 3.725 1.084  -0.2688
19 C -2.605 2.965 4.554  -0.2118
20 C -0.705 2.591 0.115  -0.0223
21 H 1.308 -2.704 -1.224  0.1116
22 H -3.216 3.596 5.197  0.1187
23 H -0.598 1.003 2.869  0.1338
24 H -1.882 5.903 4.179  0.0900
25 H 3.647 -2.784 -2.587  0.1125
26 H 0.339 2.637 -0.170  0.1446
27 H -0.441 5.367 3.373  0.0795
28 H -0.855 0.382 -1.835  0.0937
29 H 5.019 -4.975 -3.504  0.1150
30 H 0.036 -2.514 -0.003  0.1161
31 H 3.433 -5.463 -5.305  0.1175
32 H 3.754 -5.165 -2.287  0.1141
33 H 1.149 -4.769 -5.055  0.1205
34 H -1.678 -2.313 -1.673  0.1132
35 H -2.827 4.285 2.901  0.1327
36 H -1.912 0.928 0.395  0.1754
37 H -0.602 -3.439 -2.507  0.1093
38 H -0.614 2.712 5.441  0.0720
39 H -2.295 1.210 2.537  0.1322
40 H -0.070 3.200 2.841  0.1543
41 H -1.188 -1.079 -3.733  0.1208
42 H -0.744 4.792 4.995  0.0792
43 H 1.138 -5.168 -3.326  0.1122
44 H -1.332 2.638 -0.769  0.1367
45 H 0.746 0.497 -2.603  0.1247
46 H -0.271 4.467 1.039  0.1582
47 H -3.286 2.245 4.099  0.1012
48 H 4.064 -2.904 -4.306  0.1201
49 H 0.496 -1.615 -3.692  0.1047
50 H 2.920 -6.618 -4.072  0.1155
51 H -1.956 2.105 6.427  0.0806
52 H -1.435 1.191 5.053  0.0628
53 H -0.311 0.641 0.672  0.1551



# 4
Below is an isolated molecule of C5H3N3 in a non-equilibrium geometry, with properties calculated with ωB97M-V/def2-TZVPD.

Results
relative energy (zero: lowest compared OMol25 entry of this formula, charge and spin) = 411.94 kJ/mol
HOMO-LUMO gap = 6.8 eV
structure (SMILES) = C1=CC2=NC=NC2=N1
E_LUMO = -2.4 eV
HOMO = -0.33691 Ha

Each line ends with the Löwdin charge.
Geometry (Å):
1 N -1.607 -1.323 -0.149  0.1307
2 N 0.954 -1.360 0.257  0.1118
3 N -1.525 1.074 0.225  0.1350
4 C -2.190 -0.207 -0.069  -0.2325
5 C 1.896 -0.370 -0.075  -0.1178
6 C 1.257 0.900 -0.020  -0.0568
7 C -0.226 0.698 -0.170  -0.1284
8 C -0.229 -0.858 -0.088  -0.2566
9 H 3.021 -0.523 0.056  0.1299
10 H 1.920 1.900 -0.250  0.1394
11 H -3.272 0.068 0.283  0.1453



# 5
Below is a structure of composition C34H26MoN4P in a non-equilibrium geometry, with properties calculated with ωB97M-V/def2-TZVPD.

Results
relative energy (zero: lowest compared OMol25 entry of this formula, charge and spin) = 19.28 kJ/mol
HOMO-LUMO gap (alpha / beta) = 5.4 / 5.4 eV
E_LUMO (alpha / beta) = -11.4 / -11.3 eV
HOMO (alpha / beta) = -0.61536 / -0.61537 Ha
total charge = +3

Each line ends with the Löwdin charge.
Geometry (Å):
1 Mo -0.754 -1.190 -0.888  1.5222
2 P -1.272 1.137 -1.231  1.0044
3 N -0.847 -1.468 0.994  -0.1665
4 N -2.594 -1.571 -1.948  -0.0450
5 N 1.102 -1.521 -1.190  -0.1728
6 N 6.603 -3.053 5.795  0.2258
7 C 2.710 -2.129 2.237  -0.1959
8 C -1.485 -1.508 3.158  0.0204
9 C -5.326 1.484 -0.842  -0.0055
10 C 3.626 -3.471 4.015  0.0251
11 C 0.028 2.643 -5.315  -0.0107
12 C -0.552 3.113 -3.026  -0.0564
13 C -0.079 -1.677 3.106  0.0833
14 C 1.857 -1.624 -2.361  -0.0674
15 C 1.636 -1.867 1.270  0.0013
16 C -3.038 0.781 -1.192  -0.2993
17 C -0.116 1.277 -5.093  -0.0385
18 C -1.066 3.060 2.342  -0.0364
19 C 0.201 3.626 2.284  -0.0217
20 C 4.824 -1.522 3.215  0.0220
21 C 3.227 -2.092 -0.661  0.0868
22 C 1.994 -1.807 -0.100  -0.1921
23 C 0.525 2.729 0.078  -0.0877
24 C 5.768 -2.859 5.033  -0.1450
25 C 0.329 -1.686 1.783  -0.1916
26 C -0.189 3.555 -4.290  -0.0177
27 C -5.771 0.195 -1.108  0.0045
28 C -1.548 2.326 1.269  -0.0880
29 C -0.699 1.743 -2.799  -0.3647
30 C -4.867 -0.806 -1.439  0.0033
31 C 3.138 -1.971 -2.071  0.0236
32 C 2.611 -3.220 3.112  -0.0022
33 C -3.517 -0.504 -1.497  -0.2964
34 C 3.830 -1.288 2.285  -0.0067
35 C -3.974 1.774 -0.873  -0.0481
36 C -1.918 -1.355 1.878  -0.0752
37 C -0.757 2.171 0.128  -0.3705
38 C -0.481 0.832 -3.836  -0.1220
39 C 4.725 -2.616 4.076  -0.1786
40 C 0.996 3.458 1.157  -0.0360
41 H 0.308 2.998 -6.298  0.1320
42 H -6.828 -0.031 -1.077  0.1376
43 H 1.145 2.621 -0.804  0.1129
44 H -1.684 3.204 3.217  0.1254
45 H -0.720 3.830 -2.233  0.1207
46 H -0.601 -0.244 -3.683  0.0677
47 H -5.223 -1.800 -1.679  0.1363
48 H -2.541 1.898 1.325  0.0998
49 H 5.681 -0.866 3.280  0.1403
50 H -6.039 2.264 -0.610  0.1361
51 H 1.976 3.913 1.113  0.1254
52 H 1.767 -3.895 3.052  0.1345
53 H -2.473 -1.530 -2.964  0.1304
54 H 3.902 -0.434 1.625  0.1307
55 H 4.105 -2.373 -0.101  0.1458
56 H 0.582 -1.772 3.953  0.1445
57 H -3.033 -2.476 -1.780  0.1216
58 H -2.917 -1.167 1.512  0.1258
59 H 3.576 -4.328 4.673  0.1420
60 H 0.050 0.575 -5.898  0.1255
61 H 3.928 -2.143 -2.784  0.1387
62 H 1.401 -1.465 -3.327  0.1176
63 H -0.077 4.614 -4.475  0.1311
64 H -2.098 -1.482 4.045  0.1367
65 H -3.639 2.780 -0.654  0.1278
66 H 0.567 4.209 3.119  0.1288



# 6
Below is a structure of composition C15H15Cl4NOSiW, with properties calculated with ωB97M-V/def2-TZVPD.

Results
2S+1 = 3
⟨S²⟩ = 2.04
HOMO-LUMO gap (alpha / beta) = 5.9 / 6.5 eV
E_LUMO (alpha / beta) = -8.9 / -8.5 eV
HOMO (alpha / beta) = -0.54559 / -0.54982 Ha
total charge = +2

Each line ends with the Löwdin charge.
Geometry (Å):
1 W 0.109 -0.112 0.349  1.4287
2 Cl -5.696 3.622 -0.542  0.8178
3 Cl 0.990 -0.169 3.190  0.6335
4 Cl 2.539 0.016 0.699  0.6047
5 Cl -0.488 4.802 0.036  0.8342
6 Si -0.067 -5.239 -0.010  0.4675
7 O -0.238 1.711 0.219  -0.2661
8 N -2.043 0.051 0.107  -0.0471
9 C -2.472 1.344 -0.025  -0.1589
10 C -2.966 -0.916 0.055  -0.0569
11 C -4.319 -0.639 -0.125  0.0128
12 C -3.810 1.707 -0.205  -0.1404
13 C -1.461 2.304 0.039  -0.3020
14 C -3.077 4.036 -0.230  -0.0679
15 C -4.081 3.108 -0.305  -0.5673
16 C 0.723 -5.815 1.561  -0.1703
17 C 0.939 -5.511 -1.537  -0.1688
18 C -1.847 -5.733 -0.170  -0.1723
19 C 2.612 -0.074 2.547  -0.7902
20 C -4.748 0.664 -0.259  0.0539
21 C -0.185 -2.088 0.265  -0.3264
22 C -0.146 -3.318 0.158  -0.0643
23 C -1.727 3.642 -0.052  -0.5675
24 H -5.797 0.889 -0.399  0.1217
25 H 3.173 -0.976 2.762  0.0601
26 H 1.954 -5.123 -1.442  0.0434
27 H 0.154 -5.533 2.447  0.0432
28 H 0.783 -6.907 1.546  0.0525
29 H 1.742 -5.438 1.663  0.0409
30 H -1.901 -6.819 -0.279  0.0518
31 H -5.017 -1.462 -0.159  0.1311
32 H -2.606 -1.928 0.162  0.0992
33 H -2.312 -5.296 -1.055  0.0414
34 H 1.020 -6.588 -1.709  0.0529
35 H 0.483 -5.074 -2.426  0.0451
36 H -3.303 5.091 -0.307  0.1281
37 H -2.434 -5.467 0.710  0.0413
38 H 3.101 0.844 2.853  0.0607



Please write out number 6 again, unchanged.
Below is a structure of composition C15H15Cl4NOSiW, with properties calculated with ωB97M-V/def2-TZVPD.

Results
2S+1 = 3
⟨S²⟩ = 2.04
HOMO-LUMO gap (alpha / beta) = 5.9 / 6.5 eV
E_LUMO (alpha / beta) = -8.9 / -8.5 eV
HOMO (alpha / beta) = -0.54559 / -0.54982 Ha
total charge = +2

Each line ends with the Löwdin charge.
Geometry (Å):
1 W 0.109 -0.112 0.349  1.4287
2 Cl -5.696 3.622 -0.542  0.8178
3 Cl 0.990 -0.169 3.190  0.6335
4 Cl 2.539 0.016 0.699  0.6047
5 Cl -0.488 4.802 0.036  0.8342
6 Si -0.067 -5.239 -0.010  0.4675
7 O -0.238 1.711 0.219  -0.2661
8 N -2.043 0.051 0.107  -0.0471
9 C -2.472 1.344 -0.025  -0.1589
10 C -2.966 -0.916 0.055  -0.0569
11 C -4.319 -0.639 -0.125  0.0128
12 C -3.810 1.707 -0.205  -0.1404
13 C -1.461 2.304 0.039  -0.3020
14 C -3.077 4.036 -0.230  -0.0679
15 C -4.081 3.108 -0.305  -0.5673
16 C 0.723 -5.815 1.561  -0.1703
17 C 0.939 -5.511 -1.537  -0.1688
18 C -1.847 -5.733 -0.170  -0.1723
19 C 2.612 -0.074 2.547  -0.7902
20 C -4.748 0.664 -0.259  0.0539
21 C -0.185 -2.088 0.265  -0.3264
22 C -0.146 -3.318 0.158  -0.0643
23 C -1.727 3.642 -0.052  -0.5675
24 H -5.797 0.889 -0.399  0.1217
25 H 3.173 -0.976 2.762  0.0601
26 H 1.954 -5.123 -1.442  0.0434
27 H 0.154 -5.533 2.447  0.0432
28 H 0.783 -6.907 1.546  0.0525
29 H 1.742 -5.438 1.663  0.0409
30 H -1.901 -6.819 -0.279  0.0518
31 H -5.017 -1.462 -0.159  0.1311
32 H -2.606 -1.928 0.162  0.0992
33 H -2.312 -5.296 -1.055  0.0414
34 H 1.020 -6.588 -1.709  0.0529
35 H 0.483 -5.074 -2.426  0.0451
36 H -3.303 5.091 -0.307  0.1281
37 H -2.434 -5.467 0.710  0.0413
38 H 3.101 0.844 2.853  0.0607